C4H2ClNO3 in the gas phase in a non-equilibrium geometry, computed with ωB97M-V/def2-TZVPD.

Geometry (Å):
C (-0.291, 0.316, 0.598)
C (-1.344, 0.491, -0.383)
C (0.073, -1.246, 0.188)
C (1.091, 0.698, -0.027)
N (-0.466, -1.440, -1.037)
O (0.773, -1.928, 0.878)
O (1.307, 0.858, -1.187)
O (-1.345, -0.428, -1.238)
Cl (2.471, 0.681, 0.968)
H (-0.188, 0.623, 1.644)
H (-2.081, 1.375, -0.404)

Output
DFT total energy: -894.080175 Eh
F_max: 9.14 eV Å⁻¹
spin multiplicity: 3